# C19H12BClF5N4O2Pt

C19H12BClF5N4O2Pt as an isolated structure (ωB97M-V/def2-TZVPD, OMol25).

Frontier orbital gap = 0.303 Eh
LUMO level = 2.60 eV
Spin multiplicity = 1
Net charge = -1
Relative energy (zero: lowest compared OMol25 entry of this formula, charge and spin) = 0.0 kcal per mole
E_HOMO = -0.2077 Ha

Each line ends with the Mulliken charge.
Positions of all 45 atoms, in Å:
Pt -0.798 -0.293 -0.713  0.565
B -4.080 1.064 -0.086  0.070
N -3.762 -0.464 -0.152  0.417
C -4.681 -1.400 0.099  -0.233
C -4.184 -2.634 -0.284  -1.030
C -2.911 -2.351 -0.767  -0.172
N -2.676 -1.037 -0.674  -0.390
N -2.838 1.973 -0.292  0.400
C -2.881 3.269 0.038  -0.295
C -1.743 3.892 -0.433  -0.871
C -1.030 2.872 -1.058  -0.447
N -1.699 1.720 -0.978  -0.462
H -4.886 1.296 -0.965  -0.160
H -4.546 1.289 1.007  -0.139
H -5.641 -1.115 0.496  0.439
H -4.675 -3.590 -0.232  0.387
H -2.148 -3.003 -1.156  0.509
H -3.721 3.652 0.593  0.433
H -1.468 4.928 -0.336  0.372
H -0.084 2.896 -1.567  0.638
F 0.521 -3.223 -1.299  -0.365
C 0.387 -2.982 0.022  0.972
C -0.204 -1.809 0.455  -1.382
C -0.324 -1.680 1.830  0.862
F -0.891 -0.585 2.372  -0.302
C 0.120 -2.644 2.720  0.099
F -0.020 -2.477 4.045  -0.326
C 0.716 -3.795 2.241  0.624
F 1.155 -4.736 3.091  -0.326
C 0.850 -3.967 0.877  0.164
F 1.423 -5.086 0.404  -0.322
Cl 7.387 2.129 0.486  -0.244
C 5.770 1.781 -0.076  0.448
C 4.864 1.197 0.792  -0.722
C 3.582 0.923 0.337  -0.215
C 3.209 1.247 -0.961  0.022
C 4.134 1.837 -1.812  -0.265
C 5.425 2.099 -1.379  -0.650
C 1.794 1.012 -1.443  0.547
O 1.341 1.708 -2.343  -0.720
O 1.215 0.041 -0.833  -0.621
H 5.160 0.960 1.804  0.410
H 2.857 0.448 0.984  0.449
H 3.824 2.092 -2.816  0.428
H 6.157 2.548 -2.037  0.403